# 1
22
Properties=species:S:1:pos:R:3 method="wB97M-V/def2-TZVPD" de_lowest_kcal_mol=24.81 charge=+1 homo_energy_ha=-0.5371 multiplicity=1
Na 0.009 -0.114 0.009
O 1.283 -1.402 -1.294
H 1.409 -0.957 -2.114
H 2.118 -1.406 -0.851
O 0.920 -0.117 2.083
H 0.459 0.639 2.434
H 1.797 -0.086 2.474
O -0.301 -2.746 1.255
H -0.706 -2.241 1.954
H 0.635 -2.609 1.400
O -1.860 -1.163 -0.794
H -2.304 -1.783 -0.236
H -2.543 -0.740 -1.284
O -0.817 1.271 -1.819
H -0.392 0.988 -2.664
H -0.854 2.213 -1.784
O 1.712 1.570 -0.555
H 2.496 2.054 -0.993
H 1.214 1.609 -1.370
O -1.302 1.385 1.086
H -1.543 1.313 2.014
H -1.429 2.322 1.048

=====

# 2
44
Properties=species:S:1:pos:R:3 method="wB97M-V/def2-TZVPD" de_lowest_kcal_mol=0.39 homo_energy_ha="-0.1146 / -0.2560" multiplicity=2
I 0.924 2.993 -1.122
C -1.595 -0.451 1.323
C -1.665 -1.776 0.444
N -0.473 -1.856 -0.610
C 0.951 -1.856 0.000
C -0.642 -3.215 -1.430
C -0.731 -4.496 -0.610
C -0.532 -0.644 -1.590
C 0.161 -0.766 -2.968
O 1.478 -1.196 -2.702
C 2.065 -1.810 -3.896
H -0.691 -0.232 1.891
H -2.362 -0.488 2.097
H -1.796 0.520 0.871
H -2.553 -1.778 -0.188
H -1.696 -2.675 1.061
H 0.796 -2.520 0.850
H 1.138 -0.808 0.236
H 1.782 -2.165 -0.635
H 0.255 -3.342 -2.037
H -1.534 -3.075 -2.041
H -0.005 -4.474 0.202
H -0.659 -5.391 -1.229
H -1.708 -4.459 -0.127
H -0.325 0.294 -1.075
H -1.597 -0.575 -1.813
H 0.279 0.250 -3.344
H -0.362 -1.448 -3.639
H 2.967 -2.295 -3.522
H 2.426 -1.112 -4.651
H 1.494 -2.590 -4.400
C -0.310 5.905 1.993
C -0.257 4.629 2.835
O -0.966 4.455 3.815
N 0.917 3.677 2.534
H 0.991 3.558 1.534
H 1.806 4.041 2.847
C 0.772 2.335 3.308
H 0.179 5.759 1.030
H 0.183 6.627 2.644
H -1.354 6.188 1.857
H -0.036 1.806 2.803
H 0.527 2.538 4.351
H 1.758 1.918 3.102

=====

# 3
76
Properties=species:S:1:pos:R:3 method="wB97M-V/def2-TZVPD" homo_energy_ha="-0.2849 / -0.2844" multiplicity=5
Co 0.151 0.030 -1.193
C 2.750 -2.260 -3.989
C 2.054 -1.250 -3.132
N 0.841 -1.349 -2.726
N 0.007 -2.327 -3.033
C -1.177 -2.088 -2.455
O -1.445 -1.000 -1.851
C -2.213 -3.131 -2.570
C -1.955 -4.331 -3.226
C -2.938 -5.303 -3.298
C -4.179 -5.083 -2.714
C -4.436 -3.890 -2.054
C -3.456 -2.914 -1.981
C 2.691 -0.006 -2.700
C 4.040 0.278 -2.907
C 4.547 1.498 -2.500
C 3.696 2.422 -1.910
C 2.376 2.062 -1.715
N 1.882 0.884 -2.087
H 2.059 -3.070 -4.207
H 3.621 -2.673 -3.476
H 3.087 -1.806 -4.924
H -0.978 -4.486 -3.659
H -2.737 -6.239 -3.803
H -4.944 -5.848 -2.767
H -5.401 -3.723 -1.592
H -3.630 -1.981 -1.465
H 4.669 -0.460 -3.383
H 5.596 1.728 -2.638
H 4.042 3.400 -1.607
H 1.680 2.740 -1.236
C -3.776 5.781 3.406
C -3.163 4.791 2.455
C -3.575 3.466 2.420
C -3.034 2.549 1.529
C -3.511 1.121 1.522
C -2.050 2.987 0.640
Se -1.425 1.762 -0.702
C -1.591 4.306 0.667
C -0.484 4.766 -0.240
C -2.159 5.185 1.576
H -4.591 5.332 3.971
H -4.167 6.642 2.862
H -3.029 6.148 4.112
H -4.350 3.131 3.102
H -4.327 0.983 2.228
H -2.698 0.444 1.796
H -3.858 0.833 0.527
H -0.599 4.334 -1.238
H 0.484 4.450 0.158
H -0.477 5.851 -0.328
H -1.816 6.214 1.591
C 0.034 -0.076 3.604
C 1.554 -0.112 3.454
C 2.025 -1.033 2.309
C 3.547 -0.881 2.114
C 4.097 -1.692 0.941
C 1.739 -2.474 2.702
O 2.170 -2.962 3.726
N 0.973 -3.196 1.830
C 0.417 -2.765 0.609
O -0.213 -3.556 -0.055
N 0.630 -1.460 0.275
C 1.332 -0.622 1.034
O 1.410 0.557 0.634
H -0.250 0.535 4.461
H -0.370 -1.080 3.756
H -0.430 0.354 2.713
H 2.013 -0.476 4.374
H 1.927 0.894 3.256
H 4.026 -1.198 3.042
H 3.761 0.178 1.959
H 3.917 -2.760 1.079
H 5.173 -1.541 0.855
H 3.633 -1.383 0.000
H 0.784 -4.158 2.071

=====

# 4
22
Properties=species:S:1:pos:R:3 method="wB97M-V/def2-TZVPD" de_lowest_kcal_mol=48.82 charge=+2 homo_energy_ha=-0.6198 multiplicity=1 smiles=NC(C[NH3+])(C[NH3+])CI
C 1.245 0.133 0.599
C -0.293 -0.360 -1.494
C -1.251 -0.801 0.973
C -0.282 0.230 -0.090
N -0.608 1.658 -0.087
N 1.602 1.454 1.137
N -0.211 -1.862 -1.488
I -1.194 0.289 2.887
H 0.972 -0.632 1.402
H 1.847 -0.322 -0.166
H -1.177 0.018 -2.122
H 0.545 -0.020 -2.134
H -2.285 -0.857 0.661
H -0.670 -1.690 0.995
H -1.162 2.163 -0.821
H -1.207 2.022 0.710
H 1.609 1.407 2.165
H 0.834 2.033 0.794
H 2.460 1.718 0.597
H -0.529 -2.270 -2.393
H -1.037 -2.234 -0.935
H 0.791 -2.080 -1.190

=====

# 5
12
Properties=species:S:1:pos:R:3 method="wB97M-V/def2-TZVPD" de_lowest_kcal_mol=51.82 charge=+2 homo_energy_ha="-0.6290 / -0.6203" multiplicity=2
H 0.649 -0.739 -1.734
O -0.012 -0.785 2.521
C -0.204 -0.447 1.233
C 0.787 0.164 0.535
C 0.218 1.245 -0.297
C -0.143 1.048 -1.577
O -0.106 -0.157 -2.206
Sn -1.555 -0.870 -3.125
H -0.673 -1.418 2.816
H -1.182 -0.710 0.823
H 1.717 0.404 1.054
H 0.506 2.267 -0.042

=====

# 6
147
Properties=species:S:1:pos:R:3 method="wB97M-V/def2-TZVPD" homo_energy_ha=-0.3344 multiplicity=1 smiles="N#COC1=C(C[C@H]2CO2)C(=O)C(CCC(N)=O)=C(S(=O)(=O)C(F)(F)C(F)(F)C(F)(F)C(F)(F)F)C1=O.CC(C)=O.CC(C)=O.CC(C)=O.CC(C)=O.CC(C)=O.CC(C)=O.CC(C)=O.CC(C)=O.CC(C)=O.CC(C)=O"
N 0.979 -2.553 0.914
C 0.109 -1.912 1.321
O -0.992 -1.229 1.443
C -0.925 0.098 1.025
C -1.494 1.011 1.805
C -2.142 0.709 3.111
C -3.426 -0.134 2.907
C -4.587 0.543 2.301
O -3.743 -0.536 1.644
C -1.470 2.400 1.328
O -1.408 3.355 2.068
C -1.539 2.603 -0.159
C -2.194 3.872 -0.595
C -1.173 4.901 -1.103
C -1.516 6.363 -0.869
N -2.809 6.744 -0.422
O -0.662 7.185 -1.070
C -0.966 1.666 -0.925
S -0.884 1.710 -2.693
O -0.607 0.387 -3.156
O -0.074 2.803 -3.123
C -2.626 2.044 -3.305
F -2.801 3.381 -3.382
F -3.505 1.512 -2.441
C -2.842 1.498 -4.751
F -2.982 0.169 -4.784
F -1.749 1.845 -5.470
C -4.064 2.135 -5.500
F -4.264 1.339 -6.576
F -3.748 3.363 -5.931
C -5.418 2.184 -4.740
F -6.394 2.328 -5.628
F -5.455 3.214 -3.899
F -5.606 1.052 -4.069
C -0.270 0.505 -0.258
O 0.760 0.048 -0.674
H -1.477 0.161 3.769
H -2.465 1.637 3.563
H -3.656 -0.837 3.702
H -5.517 0.033 2.485
H -4.497 1.315 1.558
H -3.003 3.682 -1.287
H -2.655 4.304 0.285
H -0.943 4.787 -2.156
H -0.241 4.745 -0.569
H -2.945 6.575 0.569
H -3.544 6.301 -0.956
C -0.292 -6.278 4.354
C -0.223 -4.780 4.517
O -1.203 -4.081 4.400
C 1.134 -4.208 4.835
H -1.315 -6.573 4.130
H 0.362 -6.594 3.541
H 0.039 -6.766 5.272
H 1.838 -4.454 4.040
H 1.498 -4.638 5.769
H 1.065 -3.127 4.931
C 4.456 -6.297 8.288
C 2.982 -6.491 8.040
O 2.538 -6.673 6.930
C 2.077 -6.446 9.250
H 4.999 -6.358 7.351
H 4.628 -5.323 8.750
H 4.827 -7.074 8.957
H 2.165 -5.480 9.748
H 2.360 -7.228 9.958
H 1.046 -6.599 8.942
C -3.065 9.597 3.347
C -3.843 8.307 3.294
O -3.346 7.285 2.880
C -5.271 8.350 3.781
H -2.060 9.432 2.969
H -3.558 10.355 2.736
H -3.011 9.959 4.374
H -5.846 9.062 3.187
H -5.300 8.665 4.825
H -5.718 7.364 3.691
C 5.149 -10.299 8.404
C 6.003 -9.848 7.240
O 5.933 -8.726 6.798
C 6.941 -10.877 6.662
H 4.512 -9.482 8.731
H 4.523 -11.140 8.102
H 5.783 -10.618 9.232
H 6.384 -11.739 6.298
H 7.642 -11.219 7.423
H 7.493 -10.436 5.836
C 0.282 4.732 -5.758
C 0.964 5.422 -6.911
O 0.649 6.540 -7.247
C 2.057 4.656 -7.618
H -0.470 5.396 -5.336
H -0.198 3.816 -6.100
H 1.007 4.475 -4.986
H 1.656 3.730 -8.032
H 2.852 4.406 -6.914
H 2.465 5.262 -8.422
C -1.743 11.214 -6.543
C -2.345 9.852 -6.301
O -3.399 9.715 -5.724
C -1.548 8.674 -6.803
H -2.391 11.985 -6.133
H -0.766 11.282 -6.060
H -1.611 11.386 -7.613
H -0.562 8.659 -6.342
H -1.420 8.735 -7.884
H -2.068 7.751 -6.558
C -1.424 -4.082 -7.060
C -2.784 -3.976 -6.410
O -3.498 -4.940 -6.274
C -3.199 -2.605 -5.934
H -1.241 -5.112 -7.354
H -1.380 -3.441 -7.942
H -0.649 -3.763 -6.360
H -3.221 -1.908 -6.774
H -2.488 -2.239 -5.199
H -4.189 -2.658 -5.486
C 0.836 9.576 -2.696
C 1.657 10.315 -3.725
O 1.461 11.481 -3.977
C 2.733 9.523 -4.431
H 0.099 10.249 -2.265
H 0.321 8.732 -3.158
H 1.481 9.195 -1.903
H 2.289 8.679 -4.961
H 3.452 9.140 -3.705
H 3.248 10.163 -5.143
C 10.075 -12.839 4.843
C 9.184 -13.983 5.266
O 8.136 -13.793 5.835
C 9.668 -15.376 4.941
H 9.619 -11.896 5.132
H 11.051 -12.929 5.322
H 10.216 -12.854 3.762
H 10.629 -15.560 5.423
H 9.793 -15.486 3.863
H 8.943 -16.104 5.294
C -2.220 -2.453 -1.449
C -3.052 -3.618 -0.959
O -4.084 -3.448 -0.356
C -2.524 -4.998 -1.266
H -2.706 -1.520 -1.162
H -1.222 -2.496 -1.009
H -2.133 -2.486 -2.531
H -1.538 -5.128 -0.816
H -2.438 -5.137 -2.344
H -3.205 -5.743 -0.865

=====

no.,DFT total energy (eV)
1,-18972.4362
2,-27031.8852
3,-151315.1632
4,-16927.6124
5,-14129.6939
6,-122964.8222